Density functional theory data (ωB97M-V/def2-TZVPD) for a structure of composition C32H60F5N3O16S2Y.

Last column: Löwdin charge in e.
Atoms and positions in Å:
Y1 -14.26250 17.26768 -0.35704  1.86
C1 -11.78146 17.15201 1.92397  -0.42
O1 -11.42905 18.37883 1.36236  -0.10
O2 -12.80544 16.57782 1.23572  -0.27
C2 -10.58597 16.19617 1.91363  -0.55
F1 -9.69347 16.55469 2.85045  0.15
F2 -10.97176 14.94100 2.20130  0.14
F3 -9.95715 16.13623 0.73774  0.15
C3 -10.97917 19.37578 2.29195  -0.23
C4 -10.69470 20.60203 1.45311  -0.05
H1 -9.74794 20.53583 0.92389  0.08
H2 -11.48786 20.68272 0.70849  0.07
H3 -10.78758 21.49488 2.06838  0.08
H4 -10.18033 19.05225 2.96122  0.10
H5 -11.79580 19.64258 2.98127  0.11
H6 -12.07133 17.24294 2.98796  0.17
N1 -13.04342 18.64699 -1.64238  -0.43
S1 -13.53775 19.94520 -2.47730  0.51
O3 -13.79461 19.64853 -3.83531  -0.21
O4 -13.08518 21.20881 -2.04011  -0.20
F4 -15.06386 19.87274 -1.82845  -0.25
S2 -11.39016 18.63961 -2.13205  0.52
O5 -10.70431 19.80352 -1.74557  -0.20
O6 -11.24507 18.03564 -3.39791  -0.20
F5 -10.90478 17.58291 -1.08789  -0.15
O7 -13.24203 15.77146 -1.84060  -0.07
C5 -12.77348 14.95130 -2.62751  -0.49
O8 -12.00221 13.97765 -2.24626  0.07
C6 -11.44526 13.93899 -0.90826  -0.17
C7 -11.81501 12.68070 -0.17395  -0.04
C8 -13.09085 14.92303 -4.07560  0.06
H7 -11.52170 14.87016 -0.35617  0.09
H8 -10.37802 13.80656 -1.11150  0.14
H9 -12.88488 12.48061 -0.08822  0.08
H10 -11.36314 12.75324 0.81710  0.09
H11 -11.38562 11.79553 -0.64293  0.09
H12 -13.63320 15.81434 -4.37577  0.10
H13 -13.70227 14.04204 -4.28263  0.11
H14 -12.18721 14.81939 -4.67181  0.11
O9 -13.33899 17.48590 6.48045  0.10
C9 -13.12831 18.51194 5.86818  -0.54
O10 -11.90778 18.90419 5.49113  -0.03
C10 -10.79529 18.07510 5.83962  -0.23
C11 -10.24910 18.43469 7.21946  -0.04
C12 -14.21677 19.49499 5.54444  0.03
H15 -9.99819 18.41541 5.17451  0.10
H16 -10.98810 17.02079 5.66640  0.10
H17 -10.75543 17.87588 8.00545  0.08
H18 -10.40409 19.50098 7.35824  0.09
H19 -9.18976 18.18426 7.23362  0.07
H20 -14.04486 20.12907 4.67600  0.06
H21 -14.22856 20.19968 6.38489  0.10
H22 -15.18662 19.01280 5.51868  0.09
O11 -15.07388 15.14938 0.16247  -0.08
C13 -15.45231 14.00869 0.47462  -0.51
O12 -15.02346 13.38066 1.49676  0.08
C14 -14.02053 14.01734 2.32856  -0.19
C15 -13.60696 13.12616 3.47256  -0.03
C16 -16.43352 13.25429 -0.35142  0.06
H23 -14.42882 14.96128 2.69338  0.13
H24 -13.14221 14.27668 1.74519  0.08
H25 -13.28304 12.15345 3.08718  0.09
H26 -14.42976 12.84503 4.13258  0.09
H27 -12.81534 13.63808 4.00954  0.08
H28 -17.42829 13.67924 -0.24109  0.11
H29 -16.47167 12.22470 -0.00768  0.10
H30 -16.06868 13.29400 -1.37576  0.10
O13 -14.05423 24.02025 0.55980  0.13
C17 -14.55945 23.05960 1.05106  -0.56
O14 -15.81982 22.66401 0.80337  -0.03
C18 -16.55413 23.43207 -0.16989  -0.20
C19 -16.12506 23.12450 -1.58205  -0.06
C20 -13.88722 22.22868 2.11524  0.03
H31 -16.42853 24.49659 0.02141  0.12
H32 -17.58189 23.17538 0.07508  0.12
H33 -15.06368 22.85894 -1.53043  0.06
H34 -16.12437 24.00013 -2.22621  0.09
H35 -16.62526 22.28074 -2.05237  0.07
H36 -14.43788 22.50219 3.01834  0.10
H37 -12.83281 22.44766 2.17009  0.07
H38 -14.07467 21.17459 1.89783  0.07
O15 -5.42729 16.57963 1.59415  0.10
C21 -6.22176 15.76439 1.20349  -0.52
O16 -7.00076 15.93459 0.10799  -0.02
C22 -6.72562 17.09563 -0.67215  -0.21
C23 -7.61661 18.25546 -0.26078  -0.06
C24 -6.48866 14.45150 1.91434  0.03
H39 -6.76920 16.86992 -1.73649  0.12
H40 -5.69230 17.41523 -0.53098  0.12
H41 -7.87409 18.93714 -1.08011  0.08
H42 -7.03157 18.97385 0.33068  0.07
H43 -8.50564 17.98864 0.29815  0.05
H44 -6.29700 13.60923 1.25662  0.09
H45 -7.47235 14.45513 2.37716  0.07
H46 -5.75374 14.43448 2.71841  0.09
C25 -7.91325 21.12174 4.32240  -0.09
C26 -6.56155 20.90192 3.62843  -0.25
C27 -6.11276 19.44833 3.52000  -0.20
C28 -6.01452 18.75739 4.80574  -0.23
N2 -6.03318 18.21898 5.81677  0.15
H47 -8.63365 20.59734 3.68908  0.05
H48 -8.10425 22.19435 4.24188  0.08
H49 -7.92829 20.86253 5.37614  0.07
H50 -5.81070 21.52558 4.12258  0.11
H51 -6.56127 21.26850 2.59803  0.11
H52 -5.16120 19.43024 2.98996  0.12
H53 -6.82458 18.85973 2.93293  0.10
C29 -9.62238 12.91846 7.18914  -0.10
C30 -10.02555 14.09088 6.28347  -0.25
C31 -8.90930 15.13940 6.06624  -0.19
C32 -7.60525 14.51486 6.00770  -0.25
N3 -6.60346 13.97631 5.92965  0.17
H54 -8.78564 12.31954 6.85444  0.07
H55 -10.49666 12.28082 7.33913  0.07
H56 -9.43310 13.34945 8.17897  0.08
H57 -10.91243 14.57169 6.69240  0.10
H58 -10.26261 13.68874 5.29097  0.10
H59 -8.91271 15.86722 6.87561  0.11
H60 -9.06664 15.61500 5.09895  0.09

As for the max |F|: 0.077 hartree/bohr. The total charge is +1. The total energy comes out at -107684.89586 eV.